[1]
14
Properties=species:S:1:pos:R:3:forces:R:3 method="wB97M-V/def2-TZVPD" molar_mass_g_mol=93.1 relative_energy_kj_mol=650.7 orbital_gap_ha="0.2629 / 0.3406" homo_energy_ev="-7.5 / -9.1"
C 0.82553 -1.32157 -0.89875 1.1 1.3 -2.9
C 0.22444 -2.18694 -0.17763 0.3 -0.9 -0.5
C 1.57416 0.64327 0.44153 1.2 1.4 4.5
C 0.74150 0.18304 -0.59190 -1.6 -2.0 -2.0
C -0.33079 0.46774 0.43884 1.1 0.4 0.5
C -1.73827 0.80073 0.30094 -1.1 -1.4 2.8
N 0.57940 0.83242 1.37464 -0.4 -0.2 -1.1
H 1.30234 -1.48200 -1.90747 -0.3 -0.4 1.2
H -0.17942 -2.07855 0.77190 -1.0 -0.2 1.7
H 2.56352 0.68690 0.86043 0.7 -0.2 -1.0
H 0.69250 0.70552 -1.52711 0.0 0.5 -0.5
H -1.92376 1.63131 0.97102 -0.2 0.2 0.2
H -2.47841 -0.02779 0.61060 1.1 1.1 -0.8
H -1.85272 1.14593 -0.66702 -0.9 0.4 -2.1


[2]
14
Properties=species:S:1:pos:R:3:forces:R:3 method="wB97M-V/def2-TZVPD" molar_mass_g_mol=93.1 relative_energy_kj_mol=352.9 orbital_gap_ha=0.3721 homo_energy_ev=-9.6
H -0.04737 -1.73942 2.22554 0.1 0.2 -0.1
N 0.78213 -1.80667 1.63064 0.0 0.1 -0.9
C 0.77841 -0.95718 0.67136 -1.1 1.1 2.1
C 1.93914 -0.91980 -0.28527 -0.1 -0.1 0.0
C -0.33724 0.17905 0.61484 2.9 -3.9 -0.4
C -0.61976 0.59439 -0.59354 -2.9 4.7 0.6
C -1.73157 1.69891 -0.59977 1.1 -2.8 -1.5
C -2.79271 2.17447 -0.92158 0.2 0.5 0.3
H 2.36904 0.08450 -0.32203 -0.1 0.0 -0.1
H 1.60444 -1.21318 -1.28374 0.1 0.1 0.0
H 2.72208 -1.61225 0.03715 -0.3 0.0 0.0
H -0.88795 0.34146 1.53037 0.0 0.3 -0.2
H -0.09260 0.47590 -1.52851 0.0 -0.4 0.2
H -3.68605 2.69982 -1.17546 0.1 0.0 0.1


[3]
14
Properties=species:S:1:pos:R:3:forces:R:3 method="wB97M-V/def2-TZVPD" molar_mass_g_mol=93.1 relative_energy_kj_mol=454.1 orbital_gap_ha=0.4117 homo_energy_ev=-10.5
C 0.10314 1.46846 0.03787 0.0 0.0 -0.1
C 0.33046 -0.03666 0.09647 -0.4 0.3 0.2
C -0.86749 -0.87123 -0.34004 -0.4 0.0 0.2
C -1.99766 -0.67162 0.56840 -0.9 0.1 0.7
N -2.86759 -0.48139 1.30528 0.7 -0.2 -0.6
C 1.33255 -0.35526 -1.21479 1.1 -0.3 1.4
C 2.13085 -0.72346 -0.31585 0.1 0.0 -0.9
H -0.13354 1.76796 -0.98670 0.0 0.0 0.1
H -0.71428 1.76841 0.69677 0.0 -0.1 0.1
H 1.00979 1.99418 0.34172 -0.1 0.0 0.0
H 0.51826 -0.30835 1.16767 0.4 0.0 -0.8
H -1.15017 -0.55446 -1.33987 -0.1 -0.1 -0.1
H -0.61414 -1.93365 -0.35876 0.0 0.1 -0.1
H 2.91984 -1.06294 0.34183 -0.5 0.2 0.0